1.
Computed, not measured: a 3-piece molecular cluster, C4H11NO overall at a distorted geometry, with the ωB97M-V functional and the def2-TZVPD basis.

Values from the calculation:
HOMO   -7.2 eV
ΔE to the lowest compared entry with this formula, charge and spin   7.413 eV
Strongest force on any atom   0.0506 hartree/bohr
E_LUMO   -2.58 eV
Energy   -7857.1408 eV
HOMO-LUMO gap   0.171 Ha

XYZ file:
```
17
Properties=species:S:1:pos:R:3:forces:R:3:lowdin_charge:R:1
C -2.51193 -0.27800 0.26965 0.546 0.327 -0.541 0.112
C -1.40373 -0.30978 -0.56876 -0.446 -1.129 0.275 -0.134
C -0.05328 -0.42482 -0.23231 0.280 1.862 0.147 -0.079
N 0.97591 -0.29089 -1.21213 -0.801 -0.088 -0.280 -0.104
C 1.80510 -1.50564 -1.42173 0.377 1.449 0.551 -0.092
H -0.59854 0.91043 2.53928 -0.194 -0.407 -0.589 0.022
H -2.51752 0.19412 1.23699 0.401 -0.010 0.342 0.013
H -3.48268 -0.62247 -0.09508 0.360 0.102 -0.054 0.072
H -1.64427 -0.46271 -1.61606 0.209 -0.062 -0.171 0.108
H 0.26801 -0.41012 0.80315 -0.362 -0.500 0.472 0.053
H 1.61608 0.43254 -0.89392 -0.229 0.111 0.152 0.116
H 1.15405 -2.31358 -1.70466 0.188 -0.446 -0.223 0.076
H 2.56199 -1.21847 -2.15851 -0.443 -0.455 -0.305 0.084
H 2.38272 -1.68112 -0.51654 -0.106 -0.756 0.249 0.074
H 1.09298 2.96169 2.30134 -0.156 -0.211 0.187 -0.008
H -0.18490 2.13867 1.74864 2.082 1.557 -0.040 -0.083
O 0.54004 2.88015 1.52065 -1.704 -1.345 -0.171 -0.231
```
Positions in Å, forces in eV/Å.

2.
Computed, not measured: a 2-piece molecular cluster, C45H48FN4O2 overall at a distorted geometry, with the ωB97M-V functional and the def2-TZVPD basis.

Values from the calculation:
HOMO   -10.9 eV
ΔE to the lowest compared entry with this formula, charge and spin   0.000 eV
Strongest force on any atom   0.0447 hartree/bohr
E_LUMO   -4.51 eV
Energy   -60209.8083 eV
Charge   +1
HOMO-LUMO gap   0.233 Ha

XYZ file:
```
100
Properties=species:S:1:pos:R:3:forces:R:3:lowdin_charge:R:1
C -6.02684 -0.84116 5.61113 0.257 -0.114 0.123 -0.042
O -4.84884 -1.41109 6.21798 0.717 -0.311 -0.938 -0.062
C -3.70985 -1.51755 5.48262 -0.125 0.092 0.372 -0.236
C -2.60072 -2.12521 6.12249 -0.662 0.391 0.045 0.020
C -1.37006 -2.09983 5.51730 0.156 -0.515 -0.425 -0.020
C -1.18315 -1.53054 4.23120 -0.187 0.958 0.616 -0.223
C 0.04418 -1.70573 3.50923 -0.442 -0.471 -0.924 0.018
C 0.07618 -1.51139 2.13561 -0.255 0.576 0.801 -0.119
C 1.15036 -1.92402 1.35144 -0.174 -0.336 -1.687 0.008
N 1.04547 -2.15901 0.03216 0.311 0.042 2.276 0.056
C 2.17444 -2.74053 -0.70100 0.311 -0.416 -0.215 -0.164
C 3.37492 -1.80171 -0.76515 -0.031 0.410 0.066 -0.084
C 4.57748 -2.41520 -1.43999 0.239 -0.126 -0.112 -0.233
C 5.34812 -1.61613 -2.29112 -0.092 -0.413 -0.094 -0.038
C 6.38294 -2.18652 -3.03596 -0.021 -0.165 0.255 -0.068
C 6.65284 -3.55668 -2.91716 -0.216 0.122 0.121 -0.076
C 5.91802 -4.34359 -2.02113 0.008 0.297 0.137 -0.065
C 4.90564 -3.76318 -1.25104 0.155 0.240 -0.434 -0.043
C 1.55045 -3.04732 -2.06115 0.415 -0.356 -1.175 -0.359
O 2.13216 -3.42532 -3.07418 -0.829 0.523 1.631 0.107
N 0.20529 -2.82094 -1.94756 0.643 -0.277 0.007 -0.041
C -0.69355 -3.11536 -3.03335 -0.492 -0.021 -0.176 -0.003
C -0.24975 -2.28865 -0.67535 -0.585 0.200 -0.346 -0.455
C -1.20959 -3.25550 0.04132 0.221 -0.235 0.098 0.017
C -0.93252 -0.93513 -0.93043 0.224 0.138 -0.182 0.015
C -2.27927 -0.81831 3.67326 -0.278 -1.129 -0.367 -0.031
C -3.55572 -0.97470 4.18815 -0.254 0.266 0.271 -0.005
H -6.76479 -0.88560 6.41471 0.002 0.041 -0.350 0.101
H -5.85701 0.20451 5.31193 0.019 -0.306 0.115 0.098
H -6.34565 -1.43690 4.74136 0.033 0.174 0.342 0.102
H -2.76992 -2.57298 7.10066 0.195 0.207 -0.201 0.137
H -0.52213 -2.57204 6.01120 -0.147 0.000 -0.116 0.127
H 0.88720 -2.21823 3.99256 -0.314 0.349 -0.065 0.146
H -0.75809 -0.99808 1.64893 0.378 -0.700 0.332 0.084
H 2.13749 -2.07591 1.80239 -0.284 -0.204 -0.186 0.160
H 2.46810 -3.70135 -0.23105 -0.259 0.457 -0.209 0.162
H 3.06511 -0.89729 -1.31618 0.156 -0.230 0.223 0.136
H 3.63480 -1.48523 0.25734 -0.090 -0.041 -0.161 0.123
H 5.09666 -0.55534 -2.38306 0.148 -0.355 -0.099 0.116
H 6.97404 -1.56228 -3.70904 -0.184 -0.242 0.190 0.108
H 7.43664 -4.01119 -3.52387 -0.218 0.129 0.180 0.106
H 6.12341 -5.41056 -1.91672 0.027 0.352 -0.049 0.108
H 4.34511 -4.36423 -0.53088 0.237 0.043 -0.330 0.107
H -0.09339 -3.34697 -3.91448 -0.058 0.047 0.151 0.102
H -1.32903 -3.97873 -2.79568 0.123 0.157 -0.090 0.102
H -1.33450 -2.25140 -3.24472 0.134 -0.193 -0.068 0.095
H -0.73224 -4.24078 0.14920 -0.171 0.250 -0.012 0.110
H -1.47929 -2.88450 1.03804 -0.015 -0.200 -0.384 0.074
H -2.13330 -3.37028 -0.53929 0.295 0.051 0.071 0.096
H -0.31397 -0.35471 -1.62979 -0.252 -0.088 0.196 0.109
H -1.91572 -1.12506 -1.38052 0.277 0.179 0.118 0.095
H -1.07478 -0.34034 -0.02564 -0.043 -0.128 -0.214 0.071
H -2.15484 -0.19303 2.78544 -0.083 -0.432 0.128 0.121
H -4.44199 -0.64469 3.63239 0.575 0.301 0.366 0.121
F -2.01373 -0.05351 8.17558 0.388 0.607 -0.346 -0.003
C -1.29676 1.18019 8.02157 -0.154 0.248 0.516 -0.269
C -2.18286 2.28347 8.63555 0.373 -0.326 -0.236 -0.153
C -3.51735 2.02378 8.96863 0.152 0.147 -0.037 -0.031
C -4.35212 3.07182 9.35516 0.056 -0.064 0.184 -0.068
C -3.84385 4.36333 9.50247 -0.012 -0.036 -0.307 -0.079
C -2.52298 4.62705 9.14308 0.154 -0.260 -0.020 -0.067
C -1.69497 3.59167 8.69940 -0.153 0.078 0.039 -0.066
C 0.07859 0.97141 8.65553 -0.494 -0.228 0.267 -0.133
C 0.54930 1.76728 9.70115 0.229 -0.004 -0.210 -0.017
C 1.84952 1.59206 10.18301 -0.060 -0.068 -0.068 -0.064
C 2.66656 0.59376 9.65168 -0.280 -0.055 -0.127 -0.080
C 2.14584 -0.27346 8.68254 -0.040 0.067 0.096 -0.087
C 0.85093 -0.10245 8.19672 0.245 0.263 0.178 -0.035
C -1.15541 1.39392 6.48421 0.245 -0.190 -0.325 -0.184
C -2.47152 1.84393 5.83538 0.249 -0.538 -0.470 -0.105
C -2.28325 3.31520 5.47651 -0.549 0.417 0.147 -0.139
C -0.78035 3.56674 5.39935 0.456 -0.202 0.440 -0.130
N -0.12739 2.40761 6.09320 -0.702 0.685 0.035 -0.032
C 1.00538 1.88549 5.41474 0.288 -0.607 -0.225 -0.226
C 0.85941 1.30557 4.13805 0.382 -0.192 0.338 0.003
C 1.87997 0.44877 3.70738 -0.535 0.218 0.256 -0.180
N 2.86914 0.06442 4.51074 1.462 1.047 -0.422 0.055
C 3.16346 0.85421 5.56622 -0.619 -0.083 -0.101 -0.122
C 2.27148 1.82370 6.03466 -0.752 -0.343 -0.293 0.017
H -3.90074 1.00470 8.91345 0.096 0.316 -0.056 0.117
H -5.40992 2.86968 9.53714 0.359 0.080 0.134 0.108
H -4.48362 5.16750 9.86405 0.130 -0.183 -0.164 0.107
H -2.12905 5.63933 9.18135 -0.087 -0.143 0.112 0.108
H -0.65929 3.78275 8.39949 -0.463 0.061 0.065 0.120
H -0.09214 2.54644 10.11687 0.345 -0.335 -0.067 0.108
H 2.21406 2.24098 10.97962 -0.048 -0.185 -0.212 0.109
H 3.69453 0.47955 9.99882 -0.321 -0.018 -0.064 0.107
H 2.76085 -1.07925 8.28780 -0.080 0.109 0.112 0.106
H 0.44288 -0.79514 7.45312 0.197 0.314 0.227 0.107
H -0.86473 0.41503 6.05941 -0.020 0.358 0.346 0.122
H -2.58525 1.23046 4.93044 -0.103 0.468 0.245 0.084
H -3.33589 1.64090 6.48249 0.240 0.143 -0.270 0.116
H -2.78212 3.55540 4.53468 0.063 0.038 0.058 0.111
H -2.73069 3.95517 6.24538 0.073 -0.144 -0.140 0.104
H -0.40798 3.67823 4.36730 -0.136 -0.217 0.277 0.114
H -0.49565 4.48148 5.93708 -0.139 -0.112 -0.214 0.113
H -0.07311 1.41004 3.56217 0.528 0.088 0.278 0.122
H 1.83985 0.00997 2.69831 0.141 0.277 0.883 0.083
H 4.11447 0.68601 6.09410 -0.572 -0.178 -0.284 0.118
H 2.45448 2.41231 6.93518 -0.026 -0.309 -0.200 0.122
```
Positions in Å, forces in eV/Å.

3.
Computed, not measured: C41H52MnN6OSi as an isolated structure at a distorted geometry, with the ωB97M-V functional and the def2-TZVPD basis.

Values from the calculation:
HOMO (spin up / spin down)   -12.9 / -13.0 eV
<S²>   0.921
Strongest force on any atom   0.0429 hartree/bohr
E_LUMO (spin up / spin down)   -6.66 / -5.81 eV
Multiplicity   2
Energy   -93533.1661 eV
Charge   +2
HOMO-LUMO gap (spin up / spin down)   0.230 / 0.266 Ha

XYZ file:
```
102
Properties=species:S:1:pos:R:3:forces:R:3:mulliken_spin:R:1
Mn 0.71662 -0.06900 -0.10647 -1.194 -1.549 1.016 1.056
C 2.06111 -2.33971 3.20253 0.047 0.091 0.094 -0.002
N 2.16055 -0.89523 3.41199 0.233 -0.321 0.178 0.000
C 2.80511 -0.50074 4.66639 -0.025 -0.090 -0.079 0.001
C 1.65274 -0.00730 2.55489 -0.046 -0.001 -0.064 0.031
N 0.54224 -0.28945 1.81134 0.006 -0.007 -0.606 -0.157
C -0.40434 -1.17848 2.42446 0.102 0.332 -0.030 0.060
C -0.89573 -0.89714 3.66819 -0.064 0.114 0.211 0.007
C -1.58119 -1.88094 4.41507 0.077 0.137 0.001 -0.003
C -1.67432 -3.15254 3.93266 0.034 -0.101 -0.065 0.008
C -1.19498 -3.46325 2.63348 -0.061 -0.005 0.016 -0.005
C -1.17988 -4.79623 2.14706 -0.045 0.002 0.047 0.004
C -0.66398 -5.06746 0.91480 0.060 0.034 -0.103 -0.003
C -0.30266 -4.00356 0.05570 0.009 -0.218 -0.125 0.005
C -0.39383 -2.70176 0.46276 0.140 0.102 -0.334 0.043
N -0.34573 -1.63264 -0.51165 0.622 0.336 0.319 -0.052
C -1.04019 -1.91624 -1.66784 0.024 -0.236 0.044 0.033
N -0.53270 -1.62520 -2.87669 0.091 0.282 0.072 0.003
C 0.91106 -1.66596 -3.11666 -0.187 -0.171 -0.065 -0.003
C -1.36328 -1.21101 -4.02566 0.185 -0.186 0.056 -0.001
N -2.20867 -2.56125 -1.60113 -0.330 0.217 -0.047 0.001
C -2.65426 -3.48752 -2.64223 -0.021 0.004 0.106 0.000
C -3.06792 -2.56640 -0.41634 0.032 -0.007 -0.115 0.002
C -0.67760 -2.42465 1.82167 -0.184 -0.198 0.130 -0.021
N 2.28530 1.16651 2.42700 0.009 0.056 -0.202 0.002
C 3.74608 1.25660 2.41146 -0.074 0.051 0.138 0.002
C 1.59664 2.35385 1.94665 0.065 -0.006 0.030 0.019
H 1.33761 -2.79034 3.88383 -0.018 0.004 -0.005 0.000
H 3.04108 -2.77713 3.39305 0.028 0.015 0.036 0.000
H 1.77832 -2.56317 2.17742 0.071 0.042 0.030 0.002
H 2.29580 -1.00854 5.48690 -0.012 -0.008 -0.005 0.000
H 2.73029 0.57142 4.81861 -0.028 0.007 -0.039 0.000
H 3.85424 -0.79795 4.68091 0.016 0.019 -0.014 0.000
H -0.70102 0.07812 4.10331 0.009 -0.050 0.028 -0.001
H -1.96591 -1.63522 5.39642 0.012 0.002 -0.031 0.000
H -2.10724 -3.94414 4.53263 0.015 0.031 -0.022 0.000
H -1.55305 -5.59163 2.78241 0.039 0.049 -0.032 0.000
H -0.57875 -6.08861 0.56476 -0.032 0.051 -0.007 0.000
H -0.02855 -4.22028 -0.97269 -0.021 -0.038 0.050 0.000
H 1.40807 -2.13714 -2.27658 0.011 -0.023 0.082 0.002
H 1.32854 -0.67730 -3.27804 -0.012 0.208 0.004 0.000
H 1.09210 -2.27071 -4.00572 -0.004 0.000 -0.015 0.001
H -2.03334 -1.98950 -4.37437 0.021 -0.022 -0.023 0.000
H -0.68773 -0.97932 -4.84597 0.008 0.071 0.056 0.000
H -1.94516 -0.32864 -3.78356 -0.101 0.150 0.141 0.000
H -1.82216 -3.77684 -3.27735 0.020 0.002 0.005 0.000
H -3.45731 -3.06755 -3.24865 -0.004 0.027 0.009 0.000
H -3.03653 -4.38021 -2.14739 0.022 -0.006 0.022 0.000
H -2.73801 -1.84132 0.31597 0.022 0.085 -0.013 0.000
H -3.06369 -3.55347 0.04588 0.027 -0.041 0.009 0.000
H -4.08485 -2.32519 -0.72354 -0.023 0.003 -0.044 0.000
H 4.19710 0.30318 2.66382 -0.022 -0.016 -0.010 0.000
H 4.09173 2.01293 3.11553 -0.015 -0.009 0.037 0.000
H 4.06956 1.54458 1.40955 -0.029 0.031 -0.024 0.000
H 0.56457 2.35695 2.27642 -0.025 -0.033 0.021 0.003
H 1.63880 2.42446 0.85762 0.043 -0.025 -0.004 -0.019
H 2.09916 3.23154 2.35315 0.007 -0.010 0.018 0.000
C 4.16245 -1.32581 -0.34364 -0.118 0.116 0.135 -0.002
C 3.46633 -0.41940 -1.34004 -0.082 -0.109 0.330 0.012
C 4.28434 0.78294 -1.75042 0.071 0.068 -0.004 0.000
O 2.22015 0.08318 -0.79697 0.681 0.424 -0.803 0.085
H 5.01607 -1.81626 -0.81206 -0.011 0.032 0.008 -0.001
H 3.47951 -2.09735 0.01949 0.025 -0.039 -0.028 0.001
H 4.52401 -0.74551 0.50805 0.006 -0.062 -0.023 0.000
H 3.22727 -0.99868 -2.23035 -0.171 0.004 -0.040 0.003
H 4.65938 1.31792 -0.87577 -0.012 0.005 -0.031 0.000
H 3.69115 1.46965 -2.35590 0.013 -0.036 -0.001 -0.003
H 5.13794 0.44386 -2.33916 0.021 0.058 0.027 0.000
C -4.75752 1.43371 -3.13098 -0.003 -0.025 0.020 -0.006
C -3.76518 2.32190 -3.52244 0.027 0.008 -0.010 0.001
C -2.55658 2.36922 -2.83780 -0.084 -0.095 -0.112 -0.018
C -2.32727 1.52260 -1.74787 0.102 -0.407 -0.140 -0.058
C -3.34906 0.66469 -1.34289 -0.152 0.014 -0.034 -0.028
C -4.55544 0.61266 -2.02735 0.055 -0.013 0.003 0.001
Si -0.79977 1.76405 -0.71622 -0.121 1.063 -0.537 0.268
C -1.40212 2.71880 0.75579 0.179 -0.105 0.248 -0.051
C -1.40475 4.11600 0.69351 -0.084 -0.031 0.105 -0.028
C -1.95397 4.86008 1.73239 0.025 -0.009 -0.019 0.000
C -2.50290 4.22049 2.83541 0.021 0.011 -0.030 -0.003
C -2.52454 2.83166 2.89517 0.013 -0.033 0.011 -0.001
C -1.97735 2.08611 1.86215 -0.062 0.057 -0.037 -0.044
C 0.48113 2.63703 -1.76141 0.004 0.133 0.004 -0.070
C 1.28004 3.69261 -1.30736 0.056 0.002 -0.108 -0.020
C 2.17095 4.33336 -2.15929 -0.006 -0.039 0.040 0.005
C 2.29015 3.92419 -3.48044 0.011 0.007 0.003 -0.015
C 1.50666 2.87831 -3.95241 -0.014 -0.044 0.016 0.008
C 0.61097 2.24882 -3.10094 0.171 -0.004 -0.006 -0.033
H -5.69475 1.39364 -3.67291 0.038 0.020 0.039 0.000
H -3.93265 2.98454 -4.36263 0.008 -0.019 0.032 0.000
H -1.79974 3.07517 -3.15576 -0.050 -0.012 0.001 -0.002
H -3.21552 0.06171 -0.45493 -0.027 -0.043 0.029 0.001
H -5.34697 -0.04790 -1.69392 0.026 0.007 -0.003 0.000
H -1.00268 4.63242 -0.17189 -0.023 -0.024 0.068 -0.002
H -1.95501 5.94180 1.67603 -0.006 -0.042 0.006 0.000
H -2.92578 4.80388 3.64308 0.001 -0.010 -0.019 0.000
H -2.97428 2.33223 3.74514 0.006 0.022 -0.024 0.000
H -2.00981 1.00153 1.91706 0.016 0.063 0.017 -0.016
H 1.19831 4.04842 -0.28810 -0.028 0.016 -0.032 -0.001
H 2.76506 5.16062 -1.79228 -0.010 -0.012 -0.011 0.000
H 2.98065 4.42914 -4.14474 -0.024 -0.022 0.024 0.000
H 1.58263 2.56669 -4.98719 -0.006 0.017 0.030 0.000
H -0.02142 1.46298 -3.49501 -0.010 -0.091 -0.029 -0.001
```
Positions in Å, forces in eV/Å.

4.
Computed, not measured: the molecule CH6P2S at a distorted geometry, with the ωB97M-V functional and the def2-TZVPD basis.

Values from the calculation:
HOMO   -8.2 eV
ΔE to the lowest compared entry with this formula, charge and spin   1.757 eV
Strongest force on any atom   0.0586 hartree/bohr
E_LUMO   0.35 eV
Energy   -30544.6408 eV
HOMO-LUMO gap   0.315 Ha

XYZ file:
```
10
Properties=species:S:1:pos:R:3:forces:R:3:lowdin_charge:R:1
C -1.80812 -0.75779 0.48729 1.754 -0.696 -2.347 -0.414
P -0.63987 0.78034 0.06631 -0.015 -0.164 1.701 0.435
S 0.90698 -0.69062 0.09301 1.420 0.532 -0.137 0.008
P 2.52400 0.83376 0.31564 -0.915 -0.135 -2.216 0.377
H -2.06390 -1.15788 -0.54991 0.218 -0.146 1.712 0.036
H -2.63039 -0.80979 1.16234 -0.996 1.261 0.136 -0.001
H -1.04344 -1.37983 1.04826 -0.987 0.382 -1.139 -0.043
H -0.52233 1.35792 -1.30768 -0.744 -1.439 0.538 -0.099
H 3.71244 0.34582 -0.58982 -2.057 0.495 0.788 -0.115
H 1.56462 1.47807 -0.72546 2.322 -0.091 0.964 -0.185
```
Positions in Å, forces in eV/Å.